#1
7
Properties=species:S:1:pos:R:3:mulliken_charge:R:1 method="wB97M-V/def2-TZVPD" orbital_gap_ev=7.60 total_charge=-1
O -0.53666 2.19720 -1.79157 -0.686
H 0.17155 1.62827 -1.41338 0.362
H -1.37627 1.76914 -1.50859 0.321
O 1.53189 -0.86206 1.35258 -0.676
O 0.28205 -2.48741 0.58839 -0.671
C 0.41104 -1.41260 1.21982 0.084
H -0.48359 -0.83252 1.55274 0.265



#2
7
Properties=species:S:1:pos:R:3:mulliken_charge:R:1 method="wB97M-V/def2-TZVPD" orbital_gap_ev=9.03 total_charge=-1
O 0.65653 0.59733 0.17418 -0.764
C -0.05265 0.44568 1.22487 -0.030
O -1.15882 -0.10445 1.31156 -0.649
H 0.45119 0.80149 2.11285 0.411
H 0.74420 -0.48592 -1.33347 0.391
H -0.69300 -0.36628 -1.58229 0.314
O 0.05255 -0.88785 -1.90769 -0.673



#3
7
Properties=species:S:1:pos:R:3:mulliken_charge:R:1 method="wB97M-V/def2-TZVPD" orbital_gap_ev=7.87 total_charge=-1
O -1.82185 1.45382 -0.76870 -0.672
H -2.32093 2.08799 -0.20568 0.295
H -0.96302 1.33231 -0.30404 0.365
O 0.74129 -2.24160 0.83454 -0.632
O 1.19112 -0.06043 0.72667 -0.669
C 1.23190 -1.24249 0.28772 0.041
H 1.94151 -1.32961 -0.57050 0.273



#4
7
Properties=species:S:1:pos:R:3:mulliken_charge:R:1 method="wB97M-V/def2-TZVPD" orbital_gap_ev=6.79 total_charge=-1
O 0.58803 -0.67798 -7.05689 -0.668
H 0.18773 -1.48767 -7.44728 0.317
H 0.31629 -0.69807 -6.11137 0.352
O -1.29492 -1.66794 -0.59633 -0.636
O 0.00000 0.00000 0.00000 -0.684
C -0.61469 -1.07628 0.23895 0.062
H -0.53968 -1.61402 1.21512 0.259



It comes down to #2, which is 0.0129 hartree more stable than the next structure.



#1
8
Properties=species:S:1:pos:R:3:mulliken_charge:R:1 method="wB97M-V/def2-TZVPD" orbital_gap_ev=10.78
H -1.56934 -1.43742 0.25223 0.257
N -2.02749 -0.58913 -0.09628 -0.583
N -1.33812 0.42481 0.08453 0.587
O -0.22753 0.55167 0.58578 -0.520
H -1.79874 1.28701 -0.28349 0.257
O 3.26079 -0.48367 0.33224 -0.373
C 2.32680 -0.07659 -0.19260 0.703
O 1.37363 0.32331 -0.68242 -0.328



#2
8
Properties=species:S:1:pos:R:3:mulliken_charge:R:1 method="wB97M-V/def2-TZVPD" orbital_gap_ev=10.41
C -1.36408 -0.30124 1.68169 0.691
N 0.25970 -0.92267 0.13093 -0.247
N -0.32343 0.89276 -0.02352 -0.248
O -2.13123 -0.47653 2.55651 -0.457
O -0.52782 -1.24916 1.20324 -0.146
O -1.19056 0.87458 1.03570 -0.146
H -0.18006 -1.28259 -0.72490 0.277
H 0.54164 1.36364 0.27394 0.276



#3
8
Properties=species:S:1:pos:R:3:mulliken_charge:R:1 method="wB97M-V/def2-TZVPD" orbital_gap_ev="9.93 / 9.37"
C 0.63660 0.64222 -1.88948 0.700
N 1.20688 1.71603 -1.64762 -0.535
N -1.08636 2.22454 0.37602 -0.152
O -0.10491 -0.24151 -2.12901 -0.392
O 0.12895 0.69604 1.43048 -0.374
O -0.94888 1.07735 0.73301 0.216
H 2.15471 1.72473 -2.02428 0.253
H -0.48061 2.99514 0.78788 0.285



#4
8
Properties=species:S:1:pos:R:3:mulliken_charge:R:1 method="wB97M-V/def2-TZVPD" smiles="O=NN=O.C=O" orbital_gap_ev=8.81
O -0.84815 0.75383 1.07262 -0.448
N -1.58610 -0.18489 0.77276 0.370
N -1.83178 -0.74019 -0.23288 0.534
O -2.35818 -1.45200 -1.10003 -0.465
C 1.60922 0.41560 -0.17958 -0.039
O 1.30845 -0.64466 0.32471 -0.410
H 1.74539 1.26309 0.55824 0.200
H 1.96114 0.58921 -1.21584 0.258



It comes down to #1, which is 0.0870 hartree more stable than the next structure.



#1
8
Properties=species:S:1:pos:R:3:mulliken_charge:R:1 method="wB97M-V/def2-TZVPD" smiles="S=C1C=NC=N1" orbital_gap_ev=7.39
S 2.57420 -0.14240 0.02071 -0.207
C 0.96790 -0.21209 -0.15406 0.283
C 0.10099 1.04777 -0.05099 0.018
N -1.12105 0.62419 -0.01437 -0.517
C -1.02396 -0.80338 0.02197 0.123
N 0.11360 -1.33707 -0.10997 -0.435
H 0.41917 2.06476 -0.04958 0.410
H -2.03085 -1.24178 0.33627 0.324



#2
8
Properties=species:S:1:pos:R:3:mulliken_charge:R:1 method="wB97M-V/def2-TZVPD" smiles="S=C1N=CC=N1" orbital_gap_ev=7.20
S -1.79050 -0.62084 -2.13172 -0.166
C -0.81180 -0.05047 -0.92660 0.227
N -1.16010 0.49719 0.36222 -0.421
C -0.02662 0.45048 1.06004 0.017
C 1.03881 -0.07591 0.13376 -0.011
N 0.59775 -0.42908 -1.02763 -0.344
H 0.11049 0.67453 2.14795 0.333
H 2.04196 -0.44589 0.38198 0.365



It comes down to #1, which is 0.0077 hartree more stable than the next structure.



#1
18
Properties=species:S:1:pos:R:3:mulliken_charge:R:1 method="wB97M-V/def2-TZVPD" orbital_gap_ev=9.03
H 1.25557 -1.99276 -2.41646 0.246
N 1.63649 -1.06509 -2.57236 -0.681
C 2.13087 -0.41730 -1.56401 -0.004
N 1.15439 0.15527 -0.62321 -0.196
C -0.09362 -0.62272 -0.32475 -0.730
C -0.57521 -0.49761 1.13148 -0.504
C -0.88605 0.99160 1.46097 -0.402
N -2.00147 1.25760 0.52281 -0.602
H 3.19788 -0.41201 -1.41865 0.374
H 1.68142 0.51177 0.19383 0.232
H -0.90929 -0.31642 -0.94633 0.296
H 0.16562 -1.66621 -0.57945 0.255
H 0.01525 -0.92947 1.91021 0.402
H -1.49819 -1.15690 1.06600 0.251
H -0.00923 1.61447 1.48394 0.279
H -1.33184 1.06585 2.49749 0.356
H -1.53597 1.31546 -0.36812 0.196
H -2.39664 2.16448 0.54659 0.231



#2
18
Properties=species:S:1:pos:R:3:mulliken_charge:R:1 method="wB97M-V/def2-TZVPD" smiles="N/C=N/CCCN" orbital_gap_ev=9.93
N 0.45344 -3.20942 1.02149 -0.682
C 0.94096 -2.22283 0.07760 -0.042
N 0.26885 -1.20573 -0.21422 -0.413
C 0.86712 0.03531 -0.65458 -0.619
C -0.22618 0.99373 -1.13889 -0.650
C -1.21138 1.43827 -0.08297 -0.564
N -0.60666 2.10851 1.05700 -0.441
H -0.50444 -3.20205 0.64600 0.338
H 0.30525 -2.79659 1.93747 0.289
H 1.97824 -2.34794 -0.24980 0.397
H 1.57418 -0.10955 -1.48804 0.427
H 1.50996 0.42806 0.13535 0.374
H 0.28948 1.88609 -1.50178 0.353
H -0.78799 0.39933 -1.85764 0.295
H -2.01964 1.97532 -0.61028 0.283
H -1.81500 0.64625 0.37865 0.310
H -1.27138 2.58042 1.64484 0.182
H 0.25521 2.60283 0.89982 0.164



It comes down to #2, which is 0.0490 hartree more stable than the next structure.